# 1
C28H70BBrClF3N2O18S | ωB97M-V/def2-TZVPD

Atoms and positions in Å:
C  1.35415  -3.18178  -4.47157
C  0.11447  -2.17224  -4.91793
C  -1.14038  -2.19650  -3.81331
O  -0.82722  -1.48752  -2.56270
C  -1.83905  -0.47163  -2.22926
C  -1.31169  0.66045  -1.14216
C  -2.56241  1.49078  -0.48374
C  -3.61253  2.09601  -1.63641
C  -4.91668  1.09270  -1.87608
Br  -5.29923  1.18265  -3.87500
C  -0.43530  1.78218  -2.02051
C  1.12379  1.32976  -2.27404
C  2.16748  1.84420  -1.11032
C  3.23948  0.69392  -0.60715
C  3.04566  -0.92904  -0.75405
C  4.13313  -2.06173  -0.18876
C  5.50110  -1.56626  0.57092
C  5.73524  0.07039  0.70019
C  4.63897  1.20165  0.14237
O  -0.36292  0.08629  -0.17618
C  -1.03018  -0.71717  0.85951
B  -0.17232  -2.14206  1.07622
N  -0.80764  -3.52474  0.79072
O  1.21309  -2.17046  1.59164
C  -0.92655  0.18396  2.26491
C  -1.25019  -0.68397  3.61740
C  -1.89205  0.17165  4.85918
C  -1.63942  -0.53360  6.35273
F  -2.71068  -1.32161  7.04996
C  -0.31663  -0.34863  7.05765
F  0.70392  -1.41398  7.19153
F  0.01444  0.98860  7.63439
O  0.48177  0.70280  2.26659
C  0.63924  1.78209  3.25348
N  1.23120  1.21800  4.55900
C  1.79140  2.84596  2.67456
C  0.96719  4.20285  2.25178
C  1.67913  5.10986  1.08636
C  3.27196  5.42062  1.32189
S  4.11761  5.83701  -0.33440
O  3.08628  5.85715  -1.52634
O  5.30647  4.87371  -0.65396
Cl  4.98261  7.78111  -0.31099
H  1.92514  -3.65831  -5.37558
H  0.88383  -4.05885  -3.85408
H  2.07744  -2.58124  -3.74985
H  0.58896  -1.10610  -5.04312
H  -0.22994  -2.52600  -5.99087
H  -1.25466  -3.34693  -3.51999
H  -2.13252  -1.85052  -4.34036
H  -2.21552  0.03101  -3.23474
H  -2.77177  -1.06838  -1.78807
H  -2.14846  2.46139  0.07274
H  -3.23904  0.87252  0.24970
H  -4.08323  3.13473  -1.29206
H  -3.10438  2.25834  -2.67790
H  -5.88948  1.48299  -1.31100
H  -4.68846  -0.03425  -1.65886
H  -0.51563  2.86585  -1.53389
H  -0.95695  1.84273  -3.07172
H  1.18133  0.18021  -2.50852
H  1.46550  1.87661  -3.27885
H  2.70101  2.87703  -1.37111
H  1.49378  2.08876  -0.15590
H  2.07694  -1.38035  -1.27755
H  3.87786  -3.21462  -0.32770
H  6.25334  -2.36640  0.98633
H  6.73567  0.42710  1.21553
H  4.92341  2.32696  0.31187
H  -2.12688  -1.04078  0.60955
H  -0.21759  -3.92006  0.00939
H  -1.80716  -3.42054  0.50671
H  1.48278  -3.08146  1.91184
H  -1.66961  1.11691  2.22260
H  -2.06020  -1.51370  3.33383
H  -0.27987  -1.21745  4.01673
H  -1.50399  1.27041  4.96419
H  -3.06807  0.19287  4.72924
H  -0.32862  2.40460  3.46964
H  1.12688  2.03623  5.23125
H  2.28364  1.10650  4.45773
H  2.54663  3.13789  3.55171
H  2.45370  2.38468  1.82623
H  -0.07062  3.82665  1.79799
H  0.69475  4.77687  3.23447
H  1.12529  6.16671  1.10531
H  1.41912  4.61183  0.05341
H  3.32319  6.43643  1.94382
H  3.85040  4.61786  1.94661
O  -1.48111  -6.52649  1.19190
H  -1.66043  -6.57815  2.14269
H  -1.10141  -5.64293  1.07299
O  -0.03024  -0.62487  -7.51540
H  0.70165  0.00949  -7.54280
H  -0.73493  -0.19111  -8.01964
O  2.64334  -2.03163  -8.55933
H  2.67957  -2.71328  -9.24698
H  1.71028  -1.77110  -8.53694
O  -2.71883  -0.83665  -7.77193
H  -2.86155  -1.77133  -7.98367
H  -2.99268  -0.76209  -6.84541
O  2.66223  -4.65106  2.15433
H  2.13608  -5.19562  2.75885
H  3.55914  -4.69725  2.51819
O  3.49239  -0.83332  7.47871
H  2.61256  -0.43366  7.40800
H  3.56428  -1.07706  8.41381
O  -6.35008  3.81041  -0.93107
H  -5.86613  4.63632  -1.08107
H  -7.24272  3.99965  -1.25721
O  -0.94523  -4.80670  -5.16808
H  -1.19755  -4.76942  -6.10283
H  -1.27000  -5.67040  -4.87223
O  0.28032  -8.10888  3.57642
H  0.02800  -8.07161  2.64166
H  -0.04446  -8.97259  3.87226
O  -3.63230  2.45398  3.78813
H  -4.33998  3.07286  3.55360
H  -3.33352  2.75885  4.65806
O  0.40249  3.66685  6.11538
H  -0.47734  4.06652  6.04467
H  0.47438  3.42311  7.05048
O  -5.04415  -2.10936  -4.63144
H  -5.74193  -2.77927  -4.57528
H  -5.49480  -1.28232  -4.40363

The charge is 0. Its multiplicity is 1.

***

# 2
C28H71N2O10 | ωB97M-V/def2-TZVPD

Atoms and positions in Å:
O  -0.28351  -3.87143  4.13830
N  -0.24094  -4.43409  3.13926
O  0.62116  -3.68590  2.15279
C  1.31529  -4.61757  1.37028
C  2.46013  -5.29218  2.05879
N  3.35169  -5.62625  1.20865
C  2.94347  -5.21409  -0.17184
C  2.05763  -4.01357  0.17744
H  0.66465  -5.44188  1.01259
H  2.56969  -5.45943  3.12745
H  4.21963  -6.09861  1.43084
H  2.35967  -6.06189  -0.54760
H  3.79878  -5.03493  -0.81964
H  1.43050  -3.62358  -0.62345
H  2.70559  -3.21160  0.55136
C  -1.37392  0.13335  2.72222
C  0.05162  -0.01287  2.22300
C  0.10884  -0.76201  0.90343
O  0.88008  -0.65296  3.20680
H  -1.81666  -0.85387  2.89665
H  -1.39613  0.68471  3.66214
H  -1.98369  0.66144  1.98865
H  0.49141  0.97762  2.09576
H  -0.29253  -1.77196  1.02548
H  1.14041  -0.84891  0.55469
H  -0.47836  -0.24688  0.14140
H  0.52512  -1.54111  3.34711
C  0.98911  -10.03745  1.33260
C  1.23808  -8.59055  1.69793
C  0.12787  -7.97326  2.52361
O  1.43156  -7.76732  0.52472
H  0.06339  -10.12482  0.75805
H  1.80817  -10.43296  0.73343
H  0.88665  -10.64714  2.22998
H  2.19041  -8.51248  2.23211
H  -0.81267  -7.98121  1.97023
H  0.38255  -6.92655  2.68997
H  -0.03327  -8.45551  3.48724
H  0.60840  -7.80924  0.01722
C  -0.91187  -1.10197  -3.62232
C  0.14952  -2.17784  -3.77840
C  1.19540  -2.10400  -2.67673
O  0.75890  -2.12858  -5.06276
H  -0.45522  -0.11006  -3.68165
H  -1.65646  -1.18559  -4.41281
H  -1.41539  -1.17714  -2.65682
H  -0.32561  -3.16137  -3.75429
H  1.71281  -1.14111  -2.70992
H  1.93925  -2.89375  -2.80435
H  0.73256  -2.19918  -1.69097
H  1.18536  -1.26933  -5.16525
C  -1.95966  4.31854  -1.27056
C  -2.13589  3.46860  -0.02719
C  -1.93431  4.27073  1.24519
O  -1.23021  2.35851  -0.07023
H  -0.94033  4.71416  -1.27350
H  -2.10085  3.72027  -2.17052
H  -2.65798  5.15607  -1.29512
H  -3.12832  3.01369  -0.00984
H  -0.92521  4.69397  1.26920
H  -2.06020  3.63182  2.12009
H  -2.65477  5.08676  1.31031
H  -0.33784  2.72653  -0.10803
C  -2.36658  -4.42687  -0.65588
C  -2.80045  -5.86398  -0.42771
C  -4.25859  -5.97055  -0.02621
O  -1.95669  -6.49284  0.55214
H  -2.49253  -3.84361  0.26237
H  -1.31839  -4.38198  -0.95789
H  -2.96678  -3.95486  -1.43342
H  -2.62846  -6.44567  -1.33570
H  -4.43453  -5.42610  0.90633
H  -4.54111  -7.01166  0.12305
H  -4.90537  -5.54082  -0.79110
H  -2.08125  -6.01000  1.37943
C  -4.94072  2.49822  4.88783
C  -4.77544  3.75888  4.05501
C  -5.48771  4.95071  4.67125
O  -5.21484  3.54010  2.71329
H  -5.99958  2.23350  4.96071
H  -4.40948  1.66521  4.42698
H  -4.55949  2.64039  5.89989
H  -3.71171  3.98641  3.95226
H  -6.56130  4.75203  4.73846
H  -5.34157  5.84055  4.05989
H  -5.11985  5.15409  5.67765
H  -6.15713  3.33642  2.74408
C  3.47980  6.04424  -1.69589
C  2.05888  5.89508  -1.18940
C  1.87006  6.50785  0.18784
O  1.65383  4.51986  -1.19031
H  4.17248  5.52961  -1.02231
H  3.58348  5.60804  -2.68945
H  3.78137  7.08995  -1.75840
H  1.36852  6.36951  -1.89136
H  2.52351  6.01161  0.91188
H  0.83788  6.39863  0.52113
H  2.12270  7.56863  0.18272
H  2.24781  4.04453  -0.59669
C  5.45893  9.27779  -5.78358
C  4.73367  8.23179  -4.95534
C  3.23493  8.23836  -5.20667
O  5.01635  8.39281  -3.56429
H  5.09512  10.27733  -5.52790
H  6.53067  9.24226  -5.59196
H  5.28883  9.12205  -6.84952
H  5.13487  7.24290  -5.19039
H  2.81359  9.21071  -4.93486
H  2.74224  7.47032  -4.61022
H  3.01088  8.05906  -6.25896
H  4.69416  9.26227  -3.29797

The charge is +1. Its multiplicity is 1.

***

# 3
C28H71N8O12Sr | ωB97M-V/def2-TZVPD

Atoms and positions in Å:
Sr  -12.12936  5.56097  4.68368
C  -6.19040  3.91119  1.23047
C  -7.60168  4.31792  1.68725
O  -8.56861  3.54995  1.65474
O  -7.79754  5.42659  2.26059
H  -5.60704  4.76205  0.87858
H  -6.18256  3.13898  0.46124
H  -5.71748  3.45532  2.10032
C  -4.46502  9.59943  4.57581
O  -3.65355  10.35719  5.06473
N  -5.61860  9.89387  4.00848
N  -4.18576  8.30371  4.57247
H  -6.16715  9.11954  3.66263
H  -5.82059  10.86604  3.82360
H  -4.90026  7.65285  4.27926
H  -3.27066  8.12349  4.96004
C  -10.98492  1.02236  -3.21445
O  -11.23204  0.50745  -4.28620
N  -10.05959  1.84151  -2.92601
N  -11.70690  0.81163  -2.10534
H  -10.08744  2.16929  -1.97108
H  -9.54867  2.21850  -3.71146
H  -12.40467  0.08157  -2.12069
H  -11.42038  1.32657  -1.28507
C  10.10666  1.14506  4.42622
O  9.15329  1.57182  3.46053
C  7.81365  1.14729  3.75103
C  6.88852  2.00878  2.83658
N  5.46651  1.68072  3.02945
C  4.60504  2.62280  2.27797
C  3.09753  2.20251  2.41299
O  2.76394  1.14157  1.41577
C  1.38564  1.16656  1.19643
H  9.92978  0.11341  4.73039
H  10.07276  1.74242  5.33732
H  11.10629  1.29030  4.01665
H  7.63977  1.26220  4.82092
H  7.69472  0.10188  3.46628
H  7.15811  1.92273  1.78396
H  7.14309  3.04372  3.06507
H  5.24976  1.67089  4.01587
H  4.95557  2.67171  1.24703
H  4.59750  3.65900  2.61610
H  2.40862  3.04682  2.43843
H  3.07292  1.80088  3.42600
H  1.11802  0.24344  0.68229
H  0.98016  2.02787  0.66555
H  0.72182  1.05933  2.05430
C  -11.88544  11.28536  -2.12141
O  -10.59890  10.60286  -2.34085
C  -9.53566  11.22599  -1.71103
C  -8.28614  10.47837  -2.27257
N  -8.24625  10.81763  -3.65107
C  -7.21372  10.08140  -4.33509
C  -5.77435  10.56617  -4.01593
O  -5.22700  10.32902  -2.76031
C  -4.90304  8.89733  -2.53733
H  -12.32990  11.06629  -1.15054
H  -12.64344  11.04454  -2.86675
H  -11.68935  12.33781  -2.32633
H  -9.61701  10.96454  -0.65597
H  -9.47570  12.30448  -1.85719
H  -8.62495  9.44958  -2.15053
H  -7.40646  10.57051  -1.63556
H  -9.17021  10.86555  -4.05614
H  -7.37677  10.24856  -5.39978
H  -7.38145  9.01021  -4.22321
H  -5.68420  11.65237  -4.02811
H  -5.09178  10.34718  -4.83706
H  -3.99375  8.60712  -3.06370
H  -5.70089  8.22183  -2.84592
H  -4.77066  8.89857  -1.45538
C  -9.65553  4.06009  7.45846
O  -10.00832  5.44248  7.12320
C  -9.78791  6.31777  8.22393
C  -9.72319  7.82202  7.78111
N  -11.00794  8.18068  7.25240
C  -11.07213  9.44862  6.51804
C  -12.60255  9.72289  6.02200
O  -13.09623  8.56965  5.44289
C  -14.48886  8.59775  5.13024
H  -9.52958  3.75644  8.49770
H  -8.71945  3.83868  6.94580
H  -10.40358  3.49388  6.90354
H  -8.75324  6.22607  8.55431
H  -10.56884  6.26978  8.98284
H  -8.91434  7.94812  7.06142
H  -9.54787  8.49121  8.62346
H  -11.69445  8.34878  7.97388
H  -10.37205  9.28758  5.69824
H  -10.72235  10.26698  7.14735
H  -12.54217  10.52517  5.28661
H  -13.26881  10.04909  6.82061
H  -14.81010  9.48945  4.59193
H  -15.08978  8.58028  6.03946
H  -14.81155  7.71383  4.58010
C  -10.34972  -4.47027  2.69367
O  -11.34734  -5.32697  3.25786
C  -12.44981  -5.64928  2.41967
C  -12.17200  -6.88202  1.53567
N  -12.36243  -8.17052  2.16329
C  -13.75699  -8.50166  2.64004
C  -13.83597  -9.81166  3.46196
O  -13.41063  -10.83374  2.65539
C  -13.59482  -12.07598  3.30190
H  -9.92482  -4.80111  1.74599
H  -9.53984  -4.33378  3.41030
H  -10.87442  -3.52999  2.52441
H  -12.77237  -4.77536  1.85372
H  -13.30876  -5.88047  3.04965
H  -11.13713  -6.67930  1.25990
H  -12.69997  -7.01547  0.59146
H  -11.81288  -8.26574  3.00532
H  -14.47672  -8.65222  1.83541
H  -14.13721  -7.73799  3.31853
H  -14.83721  -9.80797  3.89277
H  -13.18398  -9.71042  4.32958
H  -13.31802  -12.83688  2.57217
H  -14.63267  -12.33868  3.50670
H  -13.12914  -12.15543  4.28421

The charge is +1. Its multiplicity is 1.

***

# 4
C28H72N4O10 | ωB97M-V/def2-TZVPD

Atoms and positions in Å:
C  -7.94525  13.19501  -7.47761
O  -8.14010  13.10520  -6.09344
C  -7.99891  14.28898  -5.34864
C  -8.80638  14.10809  -4.07815
N  -10.21437  13.87415  -4.37843
C  -10.98910  13.81935  -3.12539
C  -12.47343  13.75369  -3.39703
O  -12.75784  12.44556  -3.85186
C  -14.10850  12.29660  -4.29390
H  -7.04808  13.77081  -7.72242
H  -8.81544  13.67454  -7.95283
H  -7.93828  12.19274  -7.90202
H  -8.48072  15.11793  -5.88664
H  -6.94672  14.55846  -5.21628
H  -8.76402  15.03435  -3.49855
H  -8.44554  13.30598  -3.41772
H  -10.39207  12.93800  -4.73722
H  -10.72726  14.68886  -2.50938
H  -10.68368  12.98472  -2.47363
H  -12.71973  14.49668  -4.16348
H  -13.03539  13.93704  -2.47137
H  -14.11613  11.40971  -4.91991
H  -14.36240  13.17509  -4.89132
H  -14.76669  12.19972  -3.42991
C  -10.27063  24.47902  -4.53025
O  -10.60296  23.26581  -5.14929
C  -11.45690  22.45654  -4.34905
C  -11.48171  21.05841  -4.92681
N  -12.40979  20.88218  -6.04508
C  -12.01157  19.85439  -6.99580
C  -11.92140  18.45738  -6.39846
O  -10.60310  18.22657  -5.96144
C  -10.38904  16.89814  -5.55100
H  -9.70505  24.30842  -3.59956
H  -11.15906  25.00745  -4.17374
H  -9.59585  25.04632  -5.16197
H  -12.44699  22.92945  -4.35887
H  -11.02484  22.39429  -3.34361
H  -11.86558  20.43171  -4.11461
H  -10.45471  20.74116  -5.13814
H  -12.46840  21.75516  -6.56190
H  -11.07738  20.03111  -7.54500
H  -12.80514  19.80596  -7.74698
H  -12.30545  17.74238  -7.13928
H  -12.65507  18.35116  -5.58489
H  -10.69489  16.14303  -6.28237
H  -10.91196  16.62717  -4.62308
H  -9.32488  16.79486  -5.34825
C  -5.59976  14.75142  -1.62044
O  -5.25404  15.79666  -2.50314
C  -4.34826  15.36983  -3.50808
C  -3.80352  16.61278  -4.17953
N  -2.96339  17.37240  -3.26825
C  -2.38351  18.56221  -3.87943
C  -3.40056  19.69362  -4.07755
O  -3.90642  19.98160  -2.79276
C  -4.69639  21.14586  -2.72675
H  -4.75338  14.27493  -1.11550
H  -6.12547  14.00497  -2.23096
H  -6.27875  15.07326  -0.83246
H  -4.81717  14.73252  -4.26777
H  -3.53198  14.81363  -3.03613
H  -4.65517  17.20491  -4.53773
H  -3.25299  16.38349  -5.09542
H  -3.50113  17.65663  -2.45887
H  -1.78552  18.33293  -4.75955
H  -1.67590  18.92836  -3.12879
H  -4.25411  19.38932  -4.69928
H  -2.93361  20.57599  -4.53290
H  -5.56374  21.00953  -3.38670
H  -4.13150  21.99956  -3.11520
H  -5.03381  21.31388  -1.71071
C  -8.67944  21.17485  -10.02259
O  -8.56610  22.10145  -8.94947
C  -8.80069  21.55610  -7.66633
C  -7.99679  22.30762  -6.62241
N  -6.57239  21.98865  -6.55890
C  -5.87982  22.10074  -7.84875
C  -4.38806  21.97836  -7.59532
O  -3.92692  23.26726  -7.18820
C  -2.56532  23.26444  -6.81688
H  -8.19754  20.22606  -9.76433
H  -8.15596  21.64548  -10.84906
H  -9.73651  20.97603  -10.21628
H  -8.45024  20.50946  -7.62670
H  -9.87839  21.52186  -7.48746
H  -8.47146  22.13355  -5.65705
H  -8.18450  23.36720  -6.84871
H  -6.15104  22.60147  -5.87292
H  -6.07838  23.09194  -8.27139
H  -6.20777  21.36868  -8.58348
H  -3.85832  21.76141  -8.52920
H  -4.13322  21.22781  -6.84208
H  -2.25141  24.26895  -6.54114
H  -1.89719  22.96578  -7.63322
H  -2.47632  22.57765  -5.96887
C  -7.32295  17.54452  -4.62060
C  -7.52375  18.98680  -5.05815
O  -6.56714  19.24262  -6.08213
H  -6.53349  17.42085  -3.88489
H  -7.12194  16.97075  -5.52438
H  -8.20851  17.12308  -4.13891
H  -7.37734  19.68427  -4.22482
H  -8.51893  19.15470  -5.48864
H  -6.49252  20.21325  -6.29969
C  -6.74680  17.38357  -10.52804
C  -7.02662  17.47519  -9.04630
O  -5.84181  17.86660  -8.37357
H  -6.62588  18.39235  -10.93285
H  -7.58399  16.89911  -11.03864
H  -5.86189  16.81751  -10.81524
H  -7.31070  16.47585  -8.67832
H  -7.84761  18.16698  -8.82437
H  -6.07270  18.13557  -7.46411

The calculation puts the relative energy (zero: lowest compared OMol25 entry of this formula, charge and spin) at 43.54 kcal/mol. The charge is 0. Its multiplicity is 1. The SMILES is COCCNCCOC.COCCNCCOC.COCCNCCOC.COCCNCCOC.CCO.CCO.

***

no.,energy (eV)
1,-172213.022
2,-53633.151
3,-67497.133
4,-56633.280